Record 1
{
  "formula": "C58H35N7O7V",
  "method": "the ωB97M-V functional and the def2-TZVPD basis",
  "max_force_ha_per_bohr": 0.0589,
  "multiplicity": 3,
  "charge": -1,
  "homo_lumo_gap_ev": [5.197, 5.355],
  "s_squared": 2.044,
  "lumo_energy_ev": [0.9, 0.9],
  "relative_energy_ev": 0.000,
  "species": ["V", "C", "C", "C", "C", "C", "C", "C", "C", "C", "C", "C", "N", "C", "C", "C", "C", "C", "C", "C", "C", "C", "C", "C", "C", "C", "N", "C", "C", "C", "C", "C", "C", "C", "C", "C", "C", "C", "C", "N", "C", "C", "N", "C", "C", "C", "C", "C", "C", "H", "H", "H", "H", "H", "H", "H", "H", "H", "H", "H", "H", "H", "H", "H", "H", "H", "H", "H", "H", "H", "H", "H", "H", "H", "H", "H", "H", "O", "C", "O", "C", "C", "C", "C", "C", "C", "O", "N", "O", "O", "N", "O", "O", "H", "H", "N", "C", "C", "C", "C", "C", "C", "C", "H", "H", "H", "H", "H"],
  "xyz": [[-21.35968, 8.11209, -11.46226], [-21.23808, 15.63697, -14.40828], [-22.47363, 15.11713, -13.98382], [-22.43615, 13.92813, -13.30094], [-21.28327, 13.12018, -13.24475], [-20.07822, 13.63126, -13.79614], [-20.07703, 14.90362, -14.36494], [-21.26174, 11.75837, -12.58426], [-22.42653, 10.92627, -12.52598], [-23.64507, 11.09806, -13.29718], [-24.59552, 10.27412, -12.78261], [-24.00171, 9.54055, -11.70271], [-22.64771, 9.91542, -11.60064], [-24.67049, 8.76109, -10.78929], [-24.04387, 8.08623, -9.75724], [-24.72676, 7.46582, -8.62635], [-23.74219, 6.79087, -7.90677], [-22.49044, 6.89330, -8.63685], [-21.30985, 6.16209, -8.40908], [-21.27863, 5.02043, -7.41755], [-20.68345, 3.82126, -7.75768], [-20.40306, 2.85810, -6.75855], [-20.88447, 3.09569, -5.46081], [-21.61680, 4.23151, -5.16783], [-21.74199, 5.24355, -6.09111], [-20.09313, 6.41471, -9.15888], [-19.87129, 7.56200, -9.99396], [-18.56049, 7.46377, -10.45402], [-17.83072, 8.54397, -10.99984], [-16.33016, 8.34370, -11.25277], [-15.74986, 8.91916, -12.39893], [-14.39279, 8.85134, -12.64644], [-13.52400, 8.21779, -11.72814], [-14.07062, 7.58317, -10.61048], [-15.44932, 7.71438, -10.35939], [-18.54652, 9.70985, -11.46698], [-17.89928, 11.00468, -11.47746], [-18.87638, 11.91752, -11.75798], [-20.12915, 11.20071, -11.94658], [-19.90483, 9.86991, -11.58457], [-17.97668, 6.25932, -10.01942], [-18.91431, 5.60917, -9.22968], [-22.65935, 7.81000, -9.67084], [-26.16696, 8.77710, -10.88973], [-26.89593, 7.95205, -11.76402], [-28.29076, 8.09700, -11.86569], [-28.97977, 8.96260, -11.02050], [-28.27251, 9.79936, -10.14094], [-26.87271, 9.72730, -10.14947], [-21.29305, 16.64626, -14.79445], [-23.41522, 15.63416, -14.23365], [-23.32158, 13.56294, -12.75163], [-19.22116, 12.99005, -13.78654], [-19.13750, 15.25929, -14.77237], [-23.63463, 11.68597, -14.20449], [-25.61994, 10.24004, -13.09824], [-25.77767, 7.53657, -8.40513], [-23.82585, 6.26110, -6.97682], [-20.51897, 3.61983, -8.81153], [-19.77523, 1.99691, -7.03341], [-20.59973, 2.43047, -4.66172], [-22.07650, 4.38089, -4.20068], [-22.05870, 6.25581, -5.79875], [-16.32422, 9.47455, -13.10965], [-14.00886, 9.26616, -13.55999], [-12.45441, 8.35645, -11.91747], [-13.43902, 7.00323, -9.93982], [-15.88149, 7.27260, -9.48176], [-16.84126, 11.19861, -11.33348], [-18.78800, 12.96564, -11.65282], [-17.04850, 5.84968, -10.39175], [-18.77167, 4.60452, -8.81542], [-26.31150, 7.19429, -12.28295], [-28.76628, 7.50528, -12.65655], [-30.05548, 9.04419, -11.05231], [-28.77961, 10.46322, -9.39894], [-26.30341, 10.39185, -9.53922], [-24.52234, 5.56870, -12.41589], [-23.34093, 6.00300, -12.52925], [-22.95346, 7.23994, -12.49291], [-22.39773, 4.84266, -12.60798], [-22.83705, 3.54294, -12.85092], [-21.92097, 2.54895, -12.91754], [-20.51417, 2.73871, -12.69263], [-20.13065, 4.00185, -12.37785], [-21.04637, 5.13559, -12.27947], [-20.53867, 6.22741, -11.84578], [-18.62123, 4.21008, -12.37582], [-18.00172, 3.20554, -12.04139], [-18.16461, 5.28863, -12.78198], [-22.36852, 1.29312, -13.41644], [-21.53481, 0.37691, -13.31926], [-23.55838, 1.21931, -13.84684], [-23.88130, 3.34591, -13.03236], [-19.86760, 1.87948, -12.90570], [-20.62829, 8.09415, -13.66938], [-20.34660, 8.35375, -14.75937], [-19.97350, 8.59524, -16.14975], [-19.38097, 7.55367, -16.89234], [-19.19570, 7.67732, -18.27478], [-19.56295, 8.81788, -18.93546], [-20.16370, 9.85664, -18.22447], [-20.42103, 9.75868, -16.87066], [-19.14004, 6.59437, -16.44358], [-18.81944, 6.78449, -18.76784], [-19.32242, 8.97176, -20.00477], [-20.45126, 10.76707, -18.77082], [-20.93425, 10.62385, -16.35757]],
  "forces_ev_per_angstrom": [[-0.04, -0.04, 0.37], [-1.40, 0.63, -0.53], [0.85, 0.41, -0.24], [-0.84, -1.48, 0.81], [1.17, -0.34, 0.38], [-1.75, -0.06, -0.09], [0.63, -0.67, 0.43], [-0.81, -1.40, 0.73], [-1.01, -0.18, 0.21], [0.89, -0.08, -0.04], [0.11, 0.42, -0.13], [1.66, 1.67, -0.63], [-0.27, -0.60, -0.71], [-0.48, 0.05, 0.01], [1.53, -1.19, 1.40], [2.09, -0.59, 0.38], [-0.87, 0.43, -1.18], [-0.56, 1.56, -0.54], [1.34, -0.11, -1.00], [-0.32, 1.69, 0.40], [-0.46, -1.19, 0.59], [-0.26, 0.88, -0.30], [0.75, -0.66, -0.76], [-0.20, 0.44, 0.25], [0.69, 0.24, -1.13], [-0.83, 1.59, -0.90], [0.14, -0.92, 1.16], [-0.76, 1.33, 0.86], [-0.70, -0.60, -1.24], [-0.55, 1.27, -0.05], [0.23, -0.24, 0.22], [0.36, -0.65, 1.12], [-0.49, 0.57, -0.61], [-0.34, 0.57, -0.38], [0.06, -0.29, -0.46], [0.79, 0.05, 1.79], [-0.51, 0.30, -0.85], [0.19, -1.19, 0.58], [1.29, 0.23, 0.15], [0.03, -0.32, -0.98], [-1.05, -1.76, 0.75], [1.40, -0.27, -0.36], [-1.09, -0.75, -0.59], [-0.83, 0.09, -0.15], [0.35, 0.30, 0.67], [0.83, -0.37, -0.29], [0.30, 0.58, 0.19], [0.24, -0.33, 0.12], [-0.56, -0.30, 0.11], [0.44, 0.00, -0.34], [0.62, -0.14, 0.63], [0.40, 0.17, -0.62], [0.36, 0.03, -0.22], [-0.14, 0.30, 0.03], [-0.50, 0.18, 0.19], [-0.20, -0.27, -0.06], [-0.04, 0.05, 0.02], [-0.37, -0.17, -0.06], [0.28, -0.07, 0.23], [-0.56, 0.30, 0.37], [-0.23, -0.31, 0.09], [0.30, -0.10, 0.27], [-0.14, -0.71, -0.18], [-0.63, -0.01, -0.25], [0.21, 0.28, -0.14], [-0.29, -0.66, 0.24], [-0.16, 0.31, 0.03], [0.16, -0.01, 0.36], [-0.27, -0.11, 0.17], [0.10, 0.84, -0.28], [-0.15, 0.01, 0.27], [0.02, 0.85, -0.08], [-0.31, 0.03, -0.28], [-0.20, 0.20, 0.60], [-0.15, -0.13, -0.11], [0.38, -0.55, -0.97], [0.27, 0.40, 0.48], [0.95, 2.08, -0.46], [-2.30, -1.38, 0.91], [0.02, -1.19, 0.06], [0.98, 1.21, 0.50], [-0.04, 2.07, 0.00], [1.67, -0.54, -0.16], [-1.82, -0.66, -0.71], [1.14, 0.60, -0.42], [1.45, -0.76, 0.19], [-1.34, -0.50, -0.69], [-1.36, 0.43, -0.44], [0.60, 1.23, -0.15], [-0.26, -2.10, 0.70], [-0.87, -0.72, 0.34], [-1.73, 0.12, -0.84], [2.86, -0.72, 0.67], [0.02, 0.16, -0.01], [-0.09, 0.74, 0.38], [0.27, 1.02, -1.15], [0.15, -0.13, 0.40], [-0.84, 0.14, -1.00], [-0.49, 0.37, 0.06], [0.06, -0.95, 0.86], [0.33, 0.81, -0.74], [-0.15, 0.47, -0.38], [0.12, 0.14, 1.40], [0.02, 0.30, 0.26], [0.14, 0.38, -0.22], [-0.38, -0.30, 0.70], [0.09, -0.45, 0.39], [0.65, -1.28, -0.41]],
  "lowdin_charge": [1.054, -0.110, -0.084, -0.057, -0.137, -0.039, -0.091, -0.042, -0.223, -0.028, 0.012, -0.236, 0.051, -0.094, -0.193, 0.033, 0.003, -0.209, -0.025, -0.162, -0.061, -0.055, -0.105, -0.105, -0.045, -0.164, 0.015, -0.256, -0.005, -0.136, -0.052, -0.088, -0.095, -0.074, -0.041, -0.228, -0.015, -0.042, -0.204, 0.055, -0.041, -0.001, 0.076, -0.191, -0.003, -0.080, -0.110, -0.085, -0.046, 0.093, 0.111, 0.119, 0.092, 0.101, 0.103, 0.110, 0.103, 0.080, 0.114, 0.107, 0.091, 0.099, 0.121, 0.103, 0.091, 0.096, 0.099, 0.096, 0.110, 0.095, 0.107, 0.101, 0.104, 0.103, 0.087, 0.108, 0.109, -0.001, -0.509, -0.131, -0.040, 0.065, -0.174, 0.078, -0.033, -0.243, -0.149, -0.311, 0.042, 0.063, -0.331, 0.024, 0.021, 0.131, 0.131, 0.222, -0.041, -0.171, -0.019, -0.089, -0.095, -0.098, -0.022, 0.122, 0.108, 0.114, 0.110, 0.133]
}

Record 2
{
  "formula": "C58H42BrCl5N2O3P2SV",
  "method": "the ωB97M-V functional and the def2-TZVPD basis",
  "max_force_ha_per_bohr": 0.0337,
  "multiplicity": 4,
  "charge": 0,
  "homo_lumo_gap_ev": [6.815, 7.928],
  "s_squared": 3.767,
  "lumo_energy_ev": [-0.2, -0.2],
  "species": ["V", "O", "C", "C", "C", "C", "C", "C", "C", "O", "N", "N", "C", "C", "Br", "C", "C", "C", "C", "C", "C", "C", "H", "H", "H", "H", "H", "H", "H", "H", "H", "H", "H", "H", "H", "H", "O", "S", "C", "C", "C", "C", "C", "C", "P", "C", "C", "C", "C", "C", "C", "C", "C", "C", "C", "C", "C", "C", "C", "C", "C", "C", "C", "P", "C", "C", "C", "C", "C", "C", "C", "C", "C", "C", "C", "C", "H", "H", "H", "H", "H", "H", "H", "H", "H", "H", "H", "H", "H", "H", "H", "H", "H", "H", "H", "H", "H", "H", "H", "H", "H", "H", "H", "H", "Cl", "C", "C", "C", "Cl", "C", "Cl", "C", "Cl", "C", "Cl"],
  "xyz": [[0.04674, 0.82931, 0.14471], [-0.65442, 3.54234, 4.78006], [-1.91227, 3.40181, 4.26880], [-2.96156, 3.90471, 5.02962], [-4.26335, 3.79955, 4.56687], [-4.52629, 3.20032, 3.33986], [-3.47226, 2.69990, 2.58849], [-2.16256, 2.78113, 3.04362], [-1.03906, 2.28150, 2.16075], [-1.47281, 1.59165, 1.06503], [-0.11089, 1.42841, 2.98951], [0.56961, 0.52006, 2.18804], [0.97140, -0.55064, 2.74959], [1.68811, -1.68525, 2.02040], [2.36691, -0.60063, -0.64140], [2.52285, -2.43160, 3.06004], [3.77566, -2.63004, 2.66621], [3.14569, -4.64920, 0.98001], [4.01004, -5.72746, 1.51905], [4.98790, -5.61225, 2.41924], [5.46039, -4.44345, 3.19545], [4.93226, -3.22921, 3.36651], [-0.00849, 3.12250, 4.19272], [-2.73260, 4.38174, 5.97483], [-5.07409, 4.19883, 5.16476], [-5.54174, 3.13091, 2.96852], [-3.64190, 2.25198, 1.61531], [-0.42888, 3.14615, 1.87982], [-0.59030, 0.96091, 3.75439], [0.77738, -0.69527, 3.81090], [2.10337, -2.73015, 4.01576], [3.22731, -3.19159, -0.57757], [3.77262, -6.73197, 1.17863], [5.49641, -6.53360, 2.68136], [6.36051, -4.64149, 3.76780], [5.46062, -2.54875, 4.02938], [0.81976, -3.26695, -2.99769], [-0.02468, -2.20740, -2.37061], [-0.93455, -1.39386, -3.67398], [-0.99360, -2.06840, -4.88944], [-1.79994, -1.58168, -5.89722], [-2.55270, -0.43295, -5.67099], [-2.44561, 0.24797, -4.47265], [-1.60212, -0.19237, -3.44660], [-1.33009, 1.01748, -2.00011], [-0.59516, 2.29349, -3.12056], [0.78326, 2.15882, -3.28222], [1.49762, 3.03784, -4.08236], [0.83654, 4.07345, -4.73029], [-0.53672, 4.20535, -4.58724], [-1.24970, 3.32118, -3.78798], [-3.11690, 1.28527, -1.63470], [-3.75268, 0.14191, -1.14861], [-5.08485, 0.16651, -0.76776], [-5.81498, 1.34352, -0.87816], [-5.19963, 2.47944, -1.37887], [-3.85995, 2.45304, -1.75194], [-1.44797, -3.03502, -1.62920], [-2.12663, -3.98416, -2.38139], [-3.18846, -4.67098, -1.82174], [-3.55770, -4.40730, -0.50951], [-2.85781, -3.47694, 0.24471], [-1.77788, -2.77573, -0.29883], [-0.80991, -1.54851, 0.69715], [-1.78276, -1.57635, 2.26939], [-2.80288, -0.64461, 2.45833], [-3.53678, -0.63210, 3.64154], [-3.26029, -1.54915, 4.64488], [-2.25350, -2.48915, 4.46080], [-1.52204, -2.50120, 3.28230], [0.67085, -2.53273, 1.20507], [0.77796, -3.81596, 0.83415], [1.83094, -4.79596, 1.11938], [3.79762, -3.46183, 0.31246], [3.95199, -2.20622, 1.22413], [2.85260, -1.16195, 1.14892], [-0.39612, -2.96502, -5.01747], [-1.85366, -2.09628, -6.84816], [-3.20643, -0.05101, -6.44553], [-3.01120, 1.16187, -4.33880], [1.30968, 1.36499, -2.76217], [2.57069, 2.92531, -4.18094], [1.39109, 4.78108, -5.33456], [-1.05743, 5.01383, -5.08608], [-2.31798, 3.45134, -3.68639], [-3.20301, -0.78942, -1.07164], [-5.54831, -0.73570, -0.38727], [-6.85492, 1.37393, -0.57663], [-5.75826, 3.40215, -1.47462], [-3.40902, 3.36092, -2.12016], [-1.81680, -4.18532, -3.39980], [-3.72804, -5.40450, -2.40772], [-4.38852, -4.93923, -0.06252], [-3.15432, -3.30124, 1.26775], [-2.99994, 0.09417, 1.69489], [-4.30560, 0.11935, 3.78249], [-3.82330, -1.52937, 5.57000], [-2.03945, -3.21532, 5.23582], [-0.74533, -3.24350, 3.14779], [-0.07060, -4.24293, 0.31147], [1.46603, -5.74339, 1.51166], [4.78923, -3.76802, -0.01679], [4.91905, -1.74516, 1.03037], [3.21862, -0.25554, 1.60910], [3.33146, 2.09874, 1.07479], [2.34216, 3.04890, -0.02024], [0.95541, 2.79434, -0.13433], [0.31639, 3.95019, -0.66014], [-1.41916, 4.11587, -0.55183], [0.95847, 5.04431, -1.25255], [0.08002, 6.38818, -1.89800], [2.34307, 5.06507, -1.33370], [3.16472, 6.30926, -2.19469], [3.04337, 4.08254, -0.65539], [4.77053, 4.16476, -0.61746]],
  "forces_ev_per_angstrom": [[0.30, -0.45, -0.48], [-0.01, 0.08, -0.03], [0.05, -0.06, 0.04], [-0.05, 0.00, 0.01], [0.02, 0.01, 0.00], [0.04, -0.01, 0.02], [-0.11, 0.07, 0.00], [-0.06, -0.05, 0.01], [-0.12, -0.31, -0.12], [-0.37, 0.29, 0.57], [0.18, 0.08, -0.08], [-0.18, 0.00, 0.68], [0.24, -0.14, -0.10], [-0.18, -0.01, -0.06], [-0.07, 0.11, -0.12], [-0.09, -0.06, 0.07], [0.17, -0.08, -0.05], [0.21, 0.01, -0.02], [-0.11, 0.06, -0.10], [0.11, 0.21, 0.21], [-0.08, -0.22, -0.14], [-0.13, 0.06, -0.05], [0.00, -0.05, 0.00], [-0.01, -0.03, -0.03], [0.02, -0.01, -0.02], [0.03, 0.01, 0.01], [0.02, 0.02, 0.03], [0.11, 0.14, -0.13], [-0.15, -0.17, -0.09], [0.03, -0.03, 0.06], [0.04, 0.02, -0.07], [-0.01, 0.00, -0.04], [0.05, 0.04, -0.03], [0.02, 0.02, 0.02], [-0.01, -0.02, -0.01], [-0.01, -0.03, -0.01], [-0.28, 0.19, 0.08], [0.35, -0.07, 0.24], [-0.07, -0.02, 0.03], [0.02, 0.00, 0.03], [-0.08, 0.09, -0.04], [0.00, -0.06, -0.06], [0.07, 0.07, 0.07], [0.03, 0.05, 0.18], [-0.28, -0.16, -1.29], [-0.06, -0.05, 0.25], [0.01, -0.01, -0.07], [-0.03, -0.01, -0.01], [0.01, -0.04, 0.01], [-0.01, -0.02, 0.01], [-0.05, -0.01, -0.06], [0.13, -0.04, -0.01], [-0.07, -0.02, 0.04], [0.05, 0.01, -0.02], [0.03, -0.02, 0.02], [0.02, -0.01, 0.01], [0.00, 0.08, -0.01], [0.03, -0.06, -0.10], [0.02, 0.04, 0.01], [-0.04, -0.02, 0.00], [0.02, 0.01, 0.01], [-0.02, 0.00, -0.04], [0.07, 0.12, -0.06], [-0.42, -0.62, 0.43], [0.06, 0.04, -0.04], [-0.06, -0.06, 0.02], [0.04, 0.00, -0.05], [0.00, 0.02, -0.02], [-0.01, 0.00, 0.01], [0.00, -0.04, -0.01], [0.07, 0.22, 0.08], [0.16, -0.07, 0.08], [-0.24, 0.14, 0.08], [0.04, 0.03, 0.17], [-0.07, -0.24, -0.04], [-0.11, 0.04, 0.03], [-0.04, 0.05, 0.05], [0.00, 0.02, 0.01], [0.01, -0.01, 0.03], [0.01, 0.00, 0.01], [0.02, 0.02, 0.03], [-0.03, 0.00, 0.00], [-0.01, -0.03, 0.02], [0.01, -0.03, 0.03], [0.06, 0.01, -0.07], [0.01, 0.00, 0.00], [0.00, 0.01, 0.00], [0.03, -0.01, -0.02], [0.01, -0.01, 0.00], [-0.01, 0.00, 0.09], [0.01, 0.03, 0.04], [0.02, 0.01, 0.03], [0.01, 0.03, 0.00], [-0.01, 0.01, 0.04], [0.03, 0.01, -0.01], [0.04, -0.04, -0.02], [0.01, -0.01, -0.02], [0.01, 0.02, -0.02], [0.02, -0.02, 0.00], [-0.04, -0.02, -0.01], [-0.01, 0.03, 0.00], [0.02, 0.02, -0.03], [0.04, 0.03, 0.00], [0.03, 0.11, 0.02], [-0.16, -0.10, 0.01], [-0.14, 0.03, -0.21], [0.87, 1.49, -0.18], [0.14, -0.09, -0.02], [0.04, -0.23, 0.11], [-0.19, -0.08, 0.04], [-0.01, -0.07, 0.06], [-0.03, 0.02, -0.01], [-0.01, -0.02, 0.02], [0.05, -0.21, 0.08], [-0.04, -0.01, 0.01]],
  "lowdin_charge": [0.283, 0.058, -0.267, -0.017, -0.090, -0.094, -0.042, -0.098, -0.438, -0.378, 0.042, -0.052, -0.104, -0.374, 0.900, 0.041, -0.186, -0.219, -0.050, -0.080, -0.075, -0.024, 0.081, 0.116, 0.100, 0.097, 0.105, 0.116, 0.131, 0.143, 0.136, 0.091, 0.115, 0.097, 0.098, 0.115, -0.489, 0.887, -0.370, -0.084, -0.062, -0.057, -0.076, -0.288, 1.107, -0.371, -0.109, -0.066, -0.082, -0.088, -0.108, -0.353, -0.104, -0.071, -0.083, -0.071, -0.121, -0.366, -0.051, -0.055, -0.057, -0.065, -0.362, 1.092, -0.353, -0.080, -0.055, -0.074, -0.077, -0.099, -0.290, -0.057, -0.028, -0.065, -0.235, -0.552, 0.109, 0.108, 0.108, 0.105, 0.078, 0.114, 0.108, 0.108, 0.085, 0.081, 0.106, 0.103, 0.107, 0.052, 0.114, 0.110, 0.109, 0.102, 0.078, 0.105, 0.105, 0.104, 0.103, 0.102, 0.123, 0.126, 0.153, 0.029, 0.673, -0.657, -0.230, -0.644, 0.785, -0.705, 0.676, -0.735, 0.673, -0.716, 0.658]
}

The highest charge belongs to which entry? C58H42BrCl5N2O3P2SV